Formula: C47H53Cl2N4O8PPr
Source: the Open Molecules 2025 dataset
Level of theory: the ωB97M-V functional and the def2-TZVPD basis

Summary:
* largest force on an atom: 4.23 eV/A
* total charge: +1
* spin multiplicity: 3
* HOMO-LUMO gap (spin up / spin down): 3.37 / 3.38 eV
* HOMO level (spin up / spin down): -0.319 / -0.319 Ha

XYZ file:
```
116
Properties=species:S:1:pos:R:3:mulliken_spin:R:1
Pr -1.355 -1.335 2.076 2.007
O 1.881 -4.731 2.513 0.000
C 1.208 -3.594 2.324 0.001
O 0.259 -3.467 1.562 0.000
C 1.801 -2.354 2.990 -0.001
O 0.922 -1.238 2.740 -0.004
C 1.448 -0.053 3.392 0.002
C 0.478 1.118 3.412 -0.001
O 0.740 2.177 3.998 -0.001
O -0.582 0.837 2.705 -0.001
H 1.456 -5.542 2.180 0.000
H 2.836 -2.087 2.639 0.000
H 1.745 -2.503 4.088 0.000
H 2.298 0.391 2.857 0.000
H 1.739 -0.342 4.397 0.000
Cl -5.905 -3.171 8.043 0.000
C -5.217 -2.513 6.679 -0.001
C -5.986 -1.751 5.747 0.001
C -5.273 -1.106 4.704 -0.001
Cl -6.076 0.065 3.826 0.000
C -3.945 -1.509 4.263 -0.001
O -3.470 -1.259 3.098 -0.004
C -3.214 -2.324 5.301 0.001
C -1.806 -2.723 5.125 0.004
O -0.987 -2.232 4.228 0.001
C -3.884 -2.739 6.414 0.000
H -7.035 -1.640 5.908 0.000
H -1.499 -3.536 5.805 0.000
H -3.423 -3.480 7.075 0.000
C 2.774 -5.770 -4.061 0.000
C 2.686 -4.815 -5.211 0.000
C 3.836 -4.747 -5.967 0.000
C 3.966 -3.769 -6.893 0.000
C 2.854 -2.980 -7.307 0.000
C 1.688 -3.080 -6.631 0.000
C 1.641 -3.939 -5.510 0.000
N 0.354 -4.101 -4.866 0.000
C 0.111 -3.882 -3.567 0.000
N -1.134 -4.453 -3.180 0.000
C -1.473 -5.150 -2.006 0.001
C -1.734 -4.459 -0.817 -0.002
C -2.083 -5.130 0.384 0.001
C -2.316 -6.535 0.305 0.000
C -1.999 -7.223 -0.818 0.000
C -1.391 -6.568 -1.902 0.000
C -0.824 -7.432 -2.968 0.000
N 0.846 -3.304 -2.678 0.000
C 1.437 -2.126 -3.022 0.000
C 0.850 -1.222 -3.938 0.000
C 1.543 -0.089 -4.292 0.000
C 2.656 0.353 -3.588 0.000
C 3.224 -0.507 -2.594 0.000
C 2.623 -1.725 -2.305 0.000
C 3.174 -2.736 -1.320 0.000
H 3.564 -5.464 -3.357 0.000
H 3.051 -6.791 -4.481 0.000
H 1.853 -5.924 -3.458 0.000
H 4.613 -5.440 -5.623 0.000
H 4.922 -3.573 -7.418 0.000
H 3.023 -2.320 -8.169 0.000
H 0.883 -2.392 -6.830 0.000
H -0.250 -4.763 -5.385 0.000
H -1.627 -4.799 -3.973 0.000
H -2.346 -4.474 1.191 0.000
H -2.673 -7.078 1.253 0.000
H -2.212 -8.278 -0.939 0.000
H -0.613 -6.816 -3.842 0.000
H -1.574 -8.162 -3.287 0.000
H 0.110 -7.973 -2.617 0.000
H -0.108 -1.424 -4.435 0.000
H 1.206 0.474 -5.110 0.000
H 3.019 1.363 -3.743 0.000
H 4.186 -0.219 -2.081 0.000
H 2.375 -3.421 -1.018 0.000
H 3.733 -2.343 -0.428 0.000
H 3.841 -3.433 -1.798 0.000
O -2.054 -2.513 0.275 -0.001
N -1.836 -3.087 -0.874 0.000
C 1.150 8.033 2.089 0.000
C 1.701 6.681 1.955 0.000
C 1.973 5.918 3.295 0.000
C 2.911 6.564 1.081 0.000
P 0.077 5.537 1.039 0.000
C -0.327 6.658 -0.298 0.000
C 0.055 6.149 -1.569 0.000
C -0.268 6.885 -2.733 0.000
C -1.030 8.063 -2.644 0.000
C -1.382 8.551 -1.382 0.000
C -0.949 7.890 -0.213 0.000
C -1.534 5.477 1.993 0.000
C -1.407 4.191 2.897 0.000
C -2.714 5.206 1.041 0.000
C -1.858 6.653 2.884 0.000
H 1.728 8.694 2.770 0.000
H 0.163 8.152 2.619 0.000
H 1.059 8.606 1.119 0.000
H 3.070 5.964 3.598 0.000
H 1.669 4.833 3.176 0.000
H 1.275 6.346 4.049 0.000
H 3.791 7.113 1.529 0.000
H 2.744 6.999 0.069 0.000
H 3.172 5.507 0.939 0.000
H 0.582 5.202 -1.571 0.000
H 0.174 6.646 -3.703 0.000
H -1.419 8.450 -3.570 0.000
H -1.697 9.589 -1.328 0.000
H -1.243 8.359 0.714 0.000
H -0.696 3.536 2.421 0.000
H -2.349 3.598 2.941 0.000
H -1.017 4.427 3.853 0.000
H -2.503 4.406 0.342 0.000
H -2.916 6.166 0.438 0.000
H -3.657 4.941 1.615 0.000
H -2.166 7.601 2.361 0.000
H -1.039 6.961 3.461 0.000
H -2.670 6.327 3.533 0.000
```

---

Formula: C47H54CuO8P3
Source: the Open Molecules 2025 dataset
Level of theory: the ωB97M-V functional and the def2-TZVPD basis

Summary:
* largest force on an atom: 1.00 eV/A
* total charge: -1
* spin multiplicity: 2
* HOMO-LUMO gap (spin up / spin down): 5.75 / 6.65 eV
* HOMO level (spin up / spin down): -0.136 / -0.173 Ha

XYZ file:
```
113
Properties=species:S:1:pos:R:3:mulliken_spin:R:1
Cu 0.479 0.638 1.510 -0.017
O 1.707 -1.931 5.365 0.000
C 2.169 -1.417 4.351 0.000
O 1.726 -1.510 3.153 0.000
C 3.423 -0.575 4.402 0.000
C 4.217 -0.494 5.535 0.000
C 5.408 0.210 5.489 0.000
C 5.782 0.845 4.311 0.000
C 4.963 0.805 3.193 0.001
C 3.764 0.092 3.225 -0.001
P 2.603 -0.131 1.805 0.003
C 3.260 -1.640 0.992 -0.002
C 2.357 -2.633 0.619 0.003
C 2.807 -3.809 0.036 0.000
C 4.166 -4.014 -0.165 0.000
C 5.069 -3.030 0.212 0.000
C 4.619 -1.845 0.780 0.000
C 3.412 1.156 0.669 -0.006
C 3.288 2.480 1.103 0.007
C 3.764 3.539 0.351 -0.003
C 4.350 3.299 -0.887 0.000
C 4.427 2.000 -1.361 0.000
C 3.960 0.939 -0.591 -0.001
H 3.884 -0.988 6.440 0.000
H 6.050 0.263 6.360 0.000
H 6.718 1.390 4.267 0.000
H 5.267 1.333 2.300 0.000
H 1.310 -2.478 0.844 -0.001
H 2.098 -4.584 -0.238 0.000
H 4.522 -4.943 -0.593 0.000
H 6.131 -3.185 0.067 0.000
H 5.334 -1.085 1.069 0.000
H 2.808 2.667 2.059 0.007
H 3.676 4.555 0.717 0.000
H 4.738 4.119 -1.479 0.000
H 4.857 1.807 -2.338 0.000
H 4.033 -0.069 -0.979 0.000
C -2.418 -1.788 -4.071 0.000
C -1.848 -0.385 -3.928 0.000
C -1.115 0.066 -5.182 0.000
O -1.022 -0.223 -2.762 -0.002
P 0.211 -1.000 -2.165 0.000
O 0.953 -0.188 -1.211 0.000
C -0.354 -2.591 -1.466 -0.001
P -1.378 -2.335 0.018 -0.006
O -0.749 -1.528 1.051 0.005
O -2.772 -1.783 -0.531 -0.014
C -3.506 -0.803 0.267 0.028
C -3.459 0.542 -0.425 -0.005
C -4.923 -1.323 0.438 0.004
O -1.678 -3.797 0.588 -0.001
C -2.214 -4.983 0.003 0.000
C -1.102 -5.828 -0.608 0.000
C -3.334 -4.724 -0.996 0.000
O 0.985 -1.432 -3.510 0.000
C 2.311 -1.990 -3.615 0.000
C 2.209 -3.509 -3.711 0.000
C 3.252 -1.572 -2.495 0.000
H -3.187 -1.793 -4.845 0.000
H -2.870 -2.094 -3.130 0.000
H -1.635 -2.494 -4.357 0.000
H -2.669 0.308 -3.736 0.000
H -0.294 -0.609 -5.412 0.000
H -0.709 1.066 -5.030 0.000
H -1.812 0.092 -6.021 0.000
H 0.550 -3.068 -1.074 0.001
H -0.817 -3.230 -2.213 0.000
H -3.020 -0.712 1.239 -0.013
H -3.956 0.494 -1.398 -0.002
H -2.423 0.845 -0.561 -0.006
H -3.951 1.294 0.191 0.010
H -5.379 -1.501 -0.539 0.000
H -5.516 -0.581 0.972 0.000
H -4.931 -2.253 1.008 0.000
H -2.623 -5.528 0.856 0.000
H -0.720 -5.377 -1.525 0.000
H -1.489 -6.820 -0.846 0.000
H -0.281 -5.932 0.102 0.000
H -2.955 -4.211 -1.881 0.000
H -4.111 -4.107 -0.547 0.000
H -3.768 -5.677 -1.300 0.000
H 2.686 -1.597 -4.564 0.000
H 1.936 -3.919 -2.737 0.000
H 3.170 -3.929 -4.008 0.000
H 1.455 -3.795 -4.445 0.000
H 2.945 -2.017 -1.546 0.000
H 3.244 -0.491 -2.367 0.000
H 4.264 -1.904 -2.732 0.000
C -0.914 1.945 1.479 0.364
C -1.731 2.867 1.490 -0.036
C -2.641 3.926 1.422 0.215
C -3.286 4.357 2.652 0.024
C -4.528 5.014 2.686 0.094
C -5.108 5.387 3.887 -0.058
C -4.481 5.116 5.095 0.105
C -3.260 4.448 5.083 -0.055
C -2.681 4.066 3.890 0.096
C -2.851 4.544 0.121 0.018
C -3.352 5.850 -0.038 0.112
C -3.510 6.412 -1.293 -0.060
C -3.168 5.706 -2.438 0.113
C -2.640 4.426 -2.302 -0.072
C -2.477 3.860 -1.054 0.073
H -5.062 5.196 1.763 0.005
H -6.068 5.892 3.882 -0.003
H -4.942 5.406 6.031 0.009
H -2.758 4.226 6.017 -0.002
H -1.739 3.533 3.883 0.015
H -3.573 6.443 0.839 0.007
H -3.894 7.422 -1.380 -0.003
H -3.289 6.155 -3.416 0.010
H -2.343 3.866 -3.182 -0.002
H -2.036 2.876 -0.956 0.040
```